{
  "formula": "C5H14",
  "method": "ωB97M-V/def2-TZVPD",
  "symbols": ["C", "C", "C", "H", "H", "H", "H", "H", "H", "H", "H", "C", "C", "H", "H", "H", "H", "H", "H"],
  "coordinates": [[1.735, -1.552, 0.034], [1.334, -0.307, -0.731], [1.215, -1.622, 1.487], [2.832, -1.582, 0.128], [1.519, -2.450, -0.551], [0.423, 0.136, -0.342], [2.058, 0.521, -0.708], [0.202, -1.226, 1.550], [1.860, -1.001, 2.105], [1.212, -0.429, -1.809], [1.301, -2.650, 1.836], [-1.763, 1.948, -0.978], [-2.172, 1.053, 0.211], [-2.621, 2.295, -1.553], [-1.259, 2.820, -0.562], [-0.979, 1.529, -1.609], [-3.200, 1.279, 0.485], [-2.152, 0.006, -0.075], [-1.546, 1.228, 1.082]],
  "nbo_charge": [-0.404, -0.620, -0.602, 0.196, 0.198, 0.203, 0.205, 0.201, 0.202, 0.211, 0.210, -0.615, -0.615, 0.207, 0.202, 0.206, 0.206, 0.204, 0.205],
  "smiles": "CCC.CC",
  "lumo_energy_ev": 1.153
}

=====

{
  "formula": "C8H15N4",
  "method": "ωB97M-V/def2-TZVPD",
  "symbols": ["C", "C", "C", "C", "C", "C", "C", "C", "N", "N", "N", "N", "H", "H", "H", "H", "H", "H", "H", "H", "H", "H", "H", "H", "H", "H", "H"],
  "coordinates": [[-3.647, -0.348, -0.945], [-3.835, -0.817, 0.359], [-2.294, -0.306, -1.194], [-2.540, -0.932, 0.930], [1.188, -1.079, -0.260], [1.527, 1.859, -0.778], [1.879, 1.534, 1.687], [0.954, 1.273, 0.464], [-1.688, -0.648, 0.005], [2.512, -1.090, -0.640], [0.581, -0.055, 0.186], [0.551, -2.205, -0.539], [-4.557, -0.145, -1.520], [-4.891, -0.866, 0.850], [-1.705, -0.126, -2.124], [-2.293, -1.319, 1.924], [1.081, 1.436, -1.641], [1.424, 2.989, -0.627], [2.590, 1.739, -0.780], [2.964, 1.365, 1.427], [1.586, 0.942, 2.540], [1.801, 2.529, 1.954], [0.039, 1.841, 0.743], [3.174, -0.270, -0.406], [2.905, -2.008, -0.466], [1.110, -2.992, -0.674], [-0.417, -2.301, -0.474]],
  "nbo_charge": [-0.331, -0.155, 0.118, 0.104, 0.595, -0.610, -0.598, -0.102, -0.453, -0.798, -0.199, -0.765, 0.256, 0.256, 0.238, 0.231, 0.223, 0.238, 0.201, 0.200, 0.229, 0.229, 0.242, 0.426, 0.399, 0.397, 0.428],
  "lumo_energy_ev": [-5.937, -5.403],
  "charge": 1
}

=====

{
  "formula": "C4H10N2O",
  "method": "ωB97M-V/def2-TZVPD",
  "symbols": ["C", "C", "C", "N", "C", "N", "O", "H", "H", "H", "H", "H", "H", "H", "H", "H", "H"],
  "coordinates": [[1.033, 0.293, -1.180], [-0.220, 0.887, 1.456], [2.034, -0.770, -0.835], [-0.914, 0.390, 0.284], [-0.710, -0.493, -0.588], [-2.619, -0.147, 1.006], [-1.167, -1.333, -1.283], [-2.954, -0.972, 0.502], [-3.196, 0.618, 0.646], [1.238, 1.280, -0.779], [0.762, 0.352, -2.230], [0.744, 0.400, 1.603], [-0.867, 0.674, 2.304], [-0.079, 1.963, 1.354], [3.003, -0.553, -1.302], [1.710, -1.746, -1.199], [2.202, -0.843, 0.241]],
  "nbo_charge": [-0.454, -0.420, -0.640, -0.302, 0.770, -0.772, -0.571, 0.352, 0.339, 0.189, 0.209, 0.212, 0.255, 0.208, 0.209, 0.221, 0.197],
  "lumo_energy_ev": [0.239, 0.238]
}

=====

{
  "formula": "C5H8O",
  "method": "ωB97M-V/def2-TZVPD",
  "symbols": ["O", "C", "C", "C", "C", "C", "H", "H", "H", "H", "H", "H", "H", "H"],
  "coordinates": [[-2.239, -0.250, 0.737], [-0.951, -0.319, 0.329], [0.079, 0.508, 1.039], [1.360, 0.020, 0.419], [1.071, -0.875, -0.541], [-0.379, -1.085, -0.620], [-2.713, -0.991, 0.339], [-0.033, 2.085, -1.598], [-0.087, 1.579, 0.854], [0.029, 0.360, 2.123], [0.617, 1.784, -1.394], [2.343, 0.331, 0.752], [1.786, -1.406, -1.162], [-0.880, -1.772, -1.295]],
  "nbo_charge": [-0.662, 0.359, -0.515, -0.221, -0.200, -0.378, 0.483, -0.010, 0.253, 0.245, 0.003, 0.215, 0.215, 0.214],
  "smiles": "OC1=CC=CC1.[H][H]",
  "lumo_energy_ev": 0.858
}

=====

{
  "formula": "C2HF3N2O",
  "method": "ωB97M-V/def2-TZVPD",
  "symbols": ["C", "C", "N", "N", "O", "F", "F", "F", "H"],
  "coordinates": [[-1.239, 1.395, 0.064], [2.002, -0.381, 0.071], [-1.540, 0.212, 0.046], [-1.370, -0.998, 0.077], [1.885, -0.143, -1.044], [-1.909, 2.420, 0.420], [1.068, -0.145, 0.981], [-1.835, -1.642, -1.107], [2.938, -0.718, 0.492]],
  "nbo_charge": [0.525, 0.734, -0.197, 0.184, -0.502, -0.259, -0.339, -0.253, 0.107],
  "lumo_energy_ev": [-0.472, -0.473]
}

=====

{
  "formula": "C35H27N9O7S3SeW",
  "method": "ωB97M-V/def2-TZVPD",
  "symbols": ["W", "C", "C", "C", "C", "C", "C", "C", "N", "N", "C", "C", "C", "C", "C", "C", "N", "C", "C", "C", "C", "C", "C", "N", "H", "H", "H", "H", "H", "H", "H", "H", "H", "H", "H", "H", "H", "H", "H", "H", "H", "H", "H", "H", "O", "C", "O", "C", "C", "C", "C", "C", "C", "O", "N", "O", "O", "N", "O", "O", "H", "H", "Se", "C", "N", "S", "C", "S", "C", "N", "N", "C", "C", "C", "C", "C", "C", "S", "H", "H", "H", "H", "H"],
  "coordinates": [[9.173, 14.120, 9.269], [9.714, 13.865, 6.175], [10.662, 15.084, 6.399], [11.583, 15.088, 7.640], [12.867, 15.631, 7.391], [13.763, 15.761, 8.431], [13.410, 15.340, 9.691], [12.148, 14.973, 9.913], [11.180, 14.827, 8.871], [8.643, 13.606, 7.136], [8.321, 12.163, 7.136], [9.557, 11.536, 7.693], [9.899, 10.304, 7.238], [10.944, 9.640, 7.953], [11.645, 10.393, 8.882], [11.149, 11.602, 9.279], [10.093, 12.153, 8.725], [7.369, 14.388, 6.882], [6.431, 14.444, 8.056], [5.042, 14.643, 7.839], [4.230, 14.940, 8.988], [4.795, 14.907, 10.235], [6.110, 14.634, 10.367], [6.927, 14.399, 9.290], [10.313, 13.000, 6.169], [9.193, 13.884, 5.204], [10.040, 16.006, 6.484], [11.299, 15.061, 5.540], [13.180, 15.910, 6.409], [14.727, 16.188, 8.136], [14.117, 15.349, 10.528], [11.778, 14.665, 10.867], [8.064, 11.795, 6.105], [7.479, 11.915, 7.806], [9.288, 9.846, 6.466], [11.307, 8.583, 7.728], [12.365, 9.852, 9.422], [11.642, 12.142, 10.097], [6.911, 13.865, 6.034], [7.567, 15.399, 6.474], [4.652, 14.661, 6.804], [3.182, 15.228, 8.896], [4.205, 15.226, 11.098], [6.673, 14.541, 11.262], [9.528, 16.949, 12.370], [9.502, 16.564, 11.218], [9.359, 15.313, 10.910], [9.720, 17.524, 10.065], [10.260, 18.785, 10.357], [10.409, 19.756, 9.358], [9.936, 19.505, 8.081], [9.377, 18.228, 7.800], [9.353, 17.205, 8.763], [8.868, 15.994, 8.482], [8.847, 18.003, 6.443], [9.464, 18.541, 5.534], [7.834, 17.404, 6.280], [11.089, 21.028, 9.668], [11.950, 21.002, 10.510], [10.725, 22.016, 9.058], [10.463, 19.010, 11.412], [10.099, 20.271, 7.384], [8.584, 12.669, 11.340], [7.473, 11.522, 10.333], [6.717, 10.953, 9.655], [13.809, 6.941, 5.590], [14.168, 8.529, 6.095], [13.417, 9.847, 5.338], [14.127, 10.946, 6.594], [14.881, 10.299, 7.403], [14.949, 8.965, 7.122], [16.064, 8.274, 7.691], [16.562, 7.105, 7.096], [17.652, 6.475, 7.698], [18.310, 7.010, 8.780], [17.790, 8.126, 9.397], [16.731, 8.803, 8.808], [13.676, 12.562, 6.595], [16.079, 6.632, 6.298], [18.108, 5.645, 7.161], [19.227, 6.527, 9.138], [18.296, 8.533, 10.262], [16.468, 9.766, 9.194]],
  "mulliken_spin": [1.548, 0.001, 0.044, 0.014, -0.007, 0.008, -0.001, 0.047, 0.003, 0.011, 0.072, -0.025, -0.002, 0.012, -0.016, 0.016, 0.032, 0.054, 0.008, -0.016, 0.010, -0.005, 0.011, 0.021, -0.008, 0.001, -0.004, -0.002, 0.000, 0.000, 0.000, 0.019, 0.011, -0.004, 0.001, -0.001, 0.000, 0.012, -0.005, 0.003, 0.000, 0.000, 0.001, 0.009, 0.024, -0.007, 0.028, 0.023, 0.003, 0.002, -0.001, -0.012, 0.025, 0.032, -0.001, 0.001, 0.000, 0.000, 0.000, 0.000, 0.000, 0.000, -0.023, 0.013, 0.012, 0.000, 0.000, 0.001, 0.000, 0.001, 0.000, -0.001, 0.000, 0.000, 0.000, 0.000, 0.001, 0.002, 0.000, 0.000, 0.000, 0.000, 0.000],
  "lumo_energy_ev": [-1.262, -1.732],
  "spin_multiplicity": 3
}

=====

{
  "formula": "C3H7NO2",
  "method": "ωB97M-V/def2-TZVPD",
  "symbols": ["O", "C", "C", "N", "C", "O", "H", "H", "H", "H", "H", "H", "H"],
  "coordinates": [[-2.514, -0.529, 0.273], [-1.356, -0.804, -0.109], [-0.171, -0.095, 0.412], [0.950, 0.009, -0.329], [2.254, 0.167, 0.000], [2.542, 0.202, 1.156], [-2.065, 1.349, -0.080], [-1.141, -1.286, -1.097], [-0.631, -1.559, 0.775], [-0.198, 0.419, 1.365], [-1.516, 1.859, -0.249], [0.837, 0.007, -1.321], [3.010, 0.260, -0.796]],
  "nbo_charge": [-0.658, 0.127, 0.028, -0.621, 0.530, -0.547, 0.058, 0.139, 0.227, 0.248, -0.067, 0.394, 0.141],
  "lumo_energy_ev": -0.126
}

=====

In kJ/mol, the relative energy (zero: lowest compared OMol25 entry of this formula, charge and spin) values for the records above are, in order, 34.2; 316.8; 518.4; 192.9; 365.3; 64.4; 475.8.